No. 1
113
Properties=species:S:1:pos:R:3 method="wB97M-V/def2-TZVPD" e_lumo_ev="-1.229 / -1.160" energy_ha=-5756.168259 s2=0.78 homo_lumo_gap_ev="5.51 / 5.57" homo_energy_ha="-0.2478 / -0.2472" largest_force_ev_per_a=1.15 multiplicity=2
Cr 0.801 -0.361 -0.567
I -6.206 5.157 2.252
C -4.428 4.074 2.111
C -4.451 2.780 1.615
C -3.258 2.089 1.472
C -2.025 2.651 1.830
C -2.044 3.944 2.359
C -3.230 4.655 2.497
C -0.793 1.870 1.549
C -0.803 0.545 1.841
C -1.693 -0.040 2.849
C -1.490 -1.354 2.863
C -0.534 -1.665 1.798
C -0.412 -2.934 1.287
C -1.046 -4.075 2.004
C -0.571 -4.482 3.246
C -1.163 -5.536 3.930
C -2.243 -6.192 3.361
I -3.152 -7.768 4.386
C -2.732 -5.811 2.120
C -2.126 -4.758 1.449
C 0.269 -3.206 0.072
N 0.967 -2.264 -0.574
C 1.628 -2.861 -1.627
C 2.741 -2.294 -2.207
C 3.195 -2.864 -3.494
C 2.238 -2.974 -4.504
C 2.595 -3.371 -5.785
C 3.916 -3.685 -6.053
I 4.477 -4.246 -7.984
C 4.876 -3.635 -5.051
C 4.512 -3.223 -3.780
C 3.422 -1.208 -1.569
C 4.750 -0.820 -1.750
C 5.023 0.150 -0.791
C 3.847 0.360 -0.078
N 2.851 -0.443 -0.543
C 3.604 1.475 0.871
C 2.970 2.533 0.341
C 2.399 3.695 1.074
C 1.087 3.664 1.280
C 0.386 2.413 0.792
N 2.625 2.511 -1.025
C 4.035 1.301 2.283
C 3.522 2.040 3.354
C 3.923 1.800 4.659
C 4.857 0.811 4.920
I 5.447 0.436 6.887
C 5.387 0.063 3.882
C 4.971 0.307 2.583
C 1.216 -4.228 -1.695
C 0.406 -4.454 -0.620
N -0.042 -0.487 1.263
H -5.380 2.311 1.320
H -3.275 1.101 1.026
H -1.134 4.399 2.719
H -3.215 5.650 2.921
H -2.348 0.533 3.485
H -1.970 -2.089 3.489
H 0.276 -3.967 3.684
H -0.782 -5.842 4.894
H -3.577 -6.324 1.682
H -2.504 -4.455 0.479
H 1.209 -2.707 -4.295
H 1.844 -3.415 -6.562
H 5.899 -3.914 -5.259
H 5.256 -3.238 -2.996
H 5.438 -1.211 -2.477
H 5.954 0.670 -0.624
H 3.035 4.524 1.363
H 0.561 4.489 1.740
H 2.777 2.804 3.183
H 3.493 2.376 5.467
H 6.115 -0.711 4.081
H 5.384 -0.290 1.782
H 1.568 -4.944 -2.419
H -0.034 -5.390 -0.318
Te -3.667 -1.676 -1.301
C -5.352 -0.697 -0.513
C -5.922 0.392 -1.160
C -7.001 1.049 -0.580
C -7.514 0.626 0.638
C -6.953 -0.476 1.272
C -5.873 -1.133 0.703
H -5.530 0.727 -2.111
H -7.444 1.895 -1.091
H -8.341 1.154 1.095
H -7.356 -0.824 2.214
H -5.438 -1.985 1.216
F -3.410 -0.284 -2.609
Te -0.637 0.234 -3.261
F 0.005 -0.306 -4.951
F -1.084 0.017 -1.056
F -0.961 -1.662 -3.044
F -0.120 2.299 -4.064
O 1.032 0.130 -2.496
N -0.059 4.450 -2.696
C 1.252 4.325 -1.980
C 1.322 2.870 -1.520
N 0.182 2.432 -0.682
C -1.111 2.900 -1.171
C -1.150 4.327 -1.682
H -0.144 3.619 -3.373
H -0.121 5.322 -3.216
H 1.290 5.062 -1.180
H 2.066 4.498 -2.680
H 2.964 1.678 -1.488
H 1.230 2.315 -2.454
H 1.135 1.634 0.936
H -1.861 2.771 -0.398
H -1.437 2.288 -2.008
H -0.977 5.068 -0.900
H -2.108 4.520 -2.162

---

No. 2
104
Properties=species:S:1:pos:R:3 method="wB97M-V/def2-TZVPD" e_lumo_ev=-2.283 energy_ha=-3559.434768 homo_lumo_gap_ev=7.81 homo_energy_ha=-0.3709 largest_force_ev_per_a=0.55 charge=+1
Au -0.030 -0.769 -0.283
O -0.646 2.107 1.070
S 0.058 2.344 -0.237
C 1.410 3.428 0.097
C 1.179 4.733 0.460
C 2.219 5.661 0.646
C 3.498 5.238 0.425
C 4.806 5.991 0.460
C 5.890 4.920 0.171
C 5.119 3.641 -0.040
C 5.536 2.376 -0.331
C 4.565 1.361 -0.408
C 3.207 1.556 -0.239
P 2.286 -0.054 -0.222
C 3.150 -1.014 1.072
C 3.941 -0.433 2.059
C 4.470 -1.212 3.082
C 4.217 -2.573 3.130
C 3.413 -3.160 2.159
C 2.872 -2.382 1.149
C 2.816 -0.788 -1.820
C 3.827 -1.737 -1.948
C 4.122 -2.281 -3.194
C 3.416 -1.879 -4.318
C 2.412 -0.925 -4.199
C 2.110 -0.387 -2.957
C 2.734 2.901 -0.029
C 3.740 3.883 0.109
C -1.097 3.302 -1.189
C -0.719 4.381 -1.948
C -1.646 5.165 -2.665
C -2.966 4.844 -2.568
C -4.190 5.503 -3.160
C -5.382 4.634 -2.679
C -4.749 3.531 -1.866
C -5.295 2.461 -1.225
C -4.423 1.540 -0.612
C -3.048 1.670 -0.563
P -2.192 0.186 0.137
C -2.513 0.162 1.926
C -3.402 1.019 2.563
C -3.615 0.915 3.932
C -2.946 -0.045 4.675
C -2.046 -0.899 4.049
C -1.826 -0.787 2.684
C -3.307 -1.159 -0.462
C -4.231 -1.820 0.340
C -4.954 -2.901 -0.158
C -4.769 -3.319 -1.465
C -3.861 -2.652 -2.283
C -3.133 -1.587 -1.781
C -2.458 2.846 -1.154
C -3.351 3.705 -1.826
H 0.153 5.060 0.585
H 1.990 6.682 0.925
H 4.958 6.483 1.421
H 4.808 6.776 -0.298
H 6.592 4.820 1.000
H 6.479 5.167 -0.712
H 6.582 2.131 -0.468
H 4.918 0.351 -0.583
H 4.146 0.629 2.040
H 5.082 -0.747 3.844
H 4.635 -3.176 3.925
H 3.201 -4.221 2.194
H 2.225 -2.838 0.406
H 4.381 -2.061 -1.076
H 4.908 -3.020 -3.284
H 3.648 -2.303 -5.286
H 1.862 -0.604 -5.074
H 1.316 0.349 -2.864
H 0.325 4.663 -1.979
H -1.302 6.016 -3.239
H -4.124 5.531 -4.248
H -4.279 6.536 -2.823
H -5.946 4.223 -3.516
H -6.086 5.209 -2.077
H -6.363 2.281 -1.213
H -4.872 0.655 -0.179
H -3.922 1.782 1.998
H -4.304 1.592 4.420
H -3.110 -0.118 5.742
H -1.504 -1.637 4.626
H -1.093 -1.431 2.206
H -4.382 -1.502 1.367
H -5.661 -3.416 0.480
H -5.329 -4.163 -1.847
H -3.714 -2.976 -3.306
H -2.403 -1.087 -2.411
N -2.724 -5.257 1.754
C -2.140 -5.903 0.713
O -2.366 -7.066 0.450
C -1.177 -5.107 -0.128
C -0.339 -5.797 -0.995
C 0.545 -5.088 -1.788
C 0.567 -3.707 -1.691
N -0.242 -3.036 -0.865
C -1.100 -3.727 -0.107
H -3.355 -5.785 2.334
H -2.499 -4.317 2.021
H -0.407 -6.877 -1.031
H 1.206 -5.594 -2.478
H 1.243 -3.109 -2.292
H -1.768 -3.129 0.500

---

No. 3
109
Properties=species:S:1:pos:R:3 method="wB97M-V/def2-TZVPD" de_lowest_ev=0.6509 e_lumo_ev=2.356 energy_ha=-3392.392297 homo_lumo_gap_ev=6.96 homo_energy_ha=-0.1692 largest_force_ev_per_a=1.32 charge=-1
Sr 0.107 2.444 0.238
O 0.864 1.250 1.998
C 1.752 1.130 2.913
C 1.405 0.774 4.248
C 2.356 0.582 5.224
C 3.714 0.740 4.941
C 4.084 1.104 3.660
C 3.149 1.299 2.637
C 3.592 1.707 1.303
N 2.875 2.184 0.295
C 3.759 2.495 -0.712
C 5.028 2.188 -0.336
N 4.912 1.687 0.941
H 0.349 0.656 4.462
H 2.044 0.312 6.228
H 4.462 0.601 5.711
H 5.141 1.262 3.469
H 3.418 2.931 -1.641
H 5.977 2.282 -0.837
H 5.662 1.344 1.506
C 0.479 0.910 -5.661
C -0.135 0.534 -4.477
C -0.178 1.411 -3.403
C 0.410 2.667 -3.508
C 1.018 3.055 -4.705
C 1.047 2.174 -5.773
N 0.382 3.473 -2.344
N 0.825 4.617 -2.506
C 0.875 5.467 -1.381
C 1.041 6.812 -1.748
C 1.075 7.782 -0.763
C 0.978 7.378 0.567
C 0.853 6.030 0.890
C 0.795 4.993 -0.057
H 0.519 0.222 -6.497
H -0.573 -0.452 -4.386
H -0.692 1.146 -2.485
H 1.468 4.034 -4.768
H 1.524 2.470 -6.700
H 1.129 7.071 -2.800
H 1.182 8.830 -1.020
H 1.013 8.124 1.357
H 0.804 5.778 1.950
C 0.934 -1.863 1.239
P 0.165 -0.923 -0.162
C 1.150 -1.470 -1.610
C 0.927 -2.610 -2.381
C 1.752 -2.907 -3.457
C 2.824 -2.079 -3.765
C 3.066 -0.951 -2.996
C 2.229 -0.646 -1.932
C -1.505 -1.629 -0.386
C -2.086 -1.817 -1.639
C -3.428 -2.154 -1.761
C -4.224 -2.288 -0.633
C -3.669 -2.058 0.619
C -2.331 -1.724 0.737
P 1.845 -3.450 0.978
C 0.530 -4.688 0.633
C -0.627 -4.815 1.397
C -1.587 -5.761 1.075
C -1.393 -6.608 -0.009
C -0.234 -6.510 -0.764
C 0.721 -5.554 -0.442
C 2.193 -3.880 2.734
C 2.379 -2.914 3.724
C 2.729 -3.284 5.017
C 2.899 -4.620 5.343
C 2.723 -5.590 4.364
C 2.379 -5.222 3.073
H 0.206 -1.922 2.051
H 1.691 -1.156 1.592
H 0.101 -3.271 -2.144
H 1.560 -3.792 -4.054
H 3.465 -2.312 -4.608
H 3.897 -0.294 -3.228
H 2.412 0.247 -1.345
H -1.495 -1.684 -2.536
H -3.855 -2.293 -2.747
H -5.275 -2.533 -0.731
H -4.289 -2.116 1.507
H -1.932 -1.501 1.721
H -0.779 -4.168 2.253
H -2.493 -5.832 1.665
H -2.147 -7.344 -0.263
H -0.075 -7.173 -1.606
H 1.622 -5.461 -1.039
H 2.254 -1.859 3.504
H 2.865 -2.514 5.768
H 3.168 -4.906 6.353
H 2.852 -6.639 4.608
H 2.239 -5.989 2.319
O -2.073 3.237 0.932
C -2.646 2.456 0.132
O -2.058 1.593 -0.572
C -4.155 2.535 0.007
C -4.828 3.664 0.446
C -6.217 3.774 0.333
C -6.877 2.699 -0.207
O -8.230 2.550 -0.430
C -8.400 1.229 -0.929
O -7.118 0.660 -1.143
C -6.208 1.569 -0.636
C -4.846 1.455 -0.559
H -4.247 4.464 0.886
H -6.751 4.658 0.658
H -8.944 1.267 -1.875
H -8.948 0.631 -0.193
H -4.303 0.587 -0.918